This record from the Open Molecules 2025 dataset describes a structure of composition C22H25ClN3O6RuSSiTe in a non-equilibrium geometry. The level of theory is ωB97M-V/def2-TZVPD.

Properties
- LUMO energy (alpha / beta) (eV) = -2.43 / -1.69
- HOMO-LUMO gap (alpha / beta) (Eh) = 0.225 / 0.253
- energy above the lowest of the compared OMol25 structures with the same formula, charge and spin (eV) = 0.302

Structure (ORCA input):
```
! wB97M-V def2-TZVPD RIJCOSX def2/J DEFGRID3
* xyz 0 2
Te 1.0708 -2.4165 1.1423
Ru 0.5312 0.4299 0.4200
Cl 2.1414 2.5950 -5.2156
S -0.3369 -0.5009 2.7765
Si -2.7882 -2.6310 3.9362
O -2.3516 3.0321 -1.5432
O -0.1502 4.3909 -5.1773
O 1.4897 2.1098 1.7532
O -1.8699 4.2238 -3.7991
O 2.8397 0.5054 1.1040
O -1.1903 1.8603 -0.0653
N -1.6003 -0.7038 0.5302
N 1.6882 1.4492 -2.8143
N 0.7756 1.4284 -1.8324
C -3.8955 -4.1061 3.4210
C -0.1933 2.2732 -2.1474
C 2.7408 -0.4821 -1.8604
C -1.3493 2.4173 -1.1727
C -2.8797 -1.4899 2.4067
C -3.9410 -0.8757 0.3219
C -2.6881 -0.6616 -0.2238
C -1.0333 -3.3219 4.2124
C -1.7168 -0.9565 1.8368
C 2.6068 1.5806 1.6961
C 5.1652 0.1876 -3.0141
C 2.5871 -2.1999 2.6529
C 2.2188 -4.0821 0.2460
C -4.0170 -1.3650 1.6214
C 0.0747 2.8742 -3.3982
C 3.8670 -1.2326 -1.5894
C 2.8369 0.6436 -2.6751
C 4.0568 0.9846 -3.2478
C 1.2978 2.3237 -3.7771
C -0.6640 3.9018 -4.2009
C 5.0783 -0.9122 -2.1767
C -3.4195 -1.8156 5.5290
H 2.7076 -3.1504 3.1686
H -4.4137 -1.3988 5.4078
H 1.7987 -5.0255 0.5819
H -3.8333 -4.9089 4.1494
H 2.1562 -4.0459 -0.8365
H 3.5116 -1.8859 2.1782
H -4.9760 -1.6588 2.0206
H -4.9406 -3.8203 3.3482
H -4.8217 -0.7360 -0.2814
H 5.9505 -1.5186 -1.9915
H 6.1066 0.4475 -3.4746
H -3.4652 -2.5598 6.3177
H 2.2532 -1.4368 3.3473
H 1.7754 -0.7787 -1.4402
H -3.5948 -4.5144 2.4591
H -2.1475 3.7886 -2.9304
H -2.5454 -0.4659 -1.2786
H 3.4508 2.0882 2.2105
H 3.7871 -2.0674 -0.9126
H -1.0680 -4.1882 4.8657
H 4.1461 1.8688 -3.8541
H 3.2565 -4.0304 0.5548
H -0.5643 -3.6326 3.2774
H -2.7578 -1.0217 5.8587
H -0.3849 -2.5858 4.6753
*
```

Partial charges, natural (NBO), in e:
1. Te 0.722
2. Ru 1.007
3. Cl 0.123
4. S -0.032
5. Si 1.601
6. O -0.665
7. O -0.588
8. O -0.650
9. O -0.675
10. O -0.710
11. O -0.669
12. N -0.480
13. N -0.171
14. N -0.287
15. C -1.092
16. C 0.072
17. C -0.144
18. C 0.785
19. C -0.501
20. C -0.272
21. C 0.083
22. C -1.105
23. C 0.091
24. C 0.639
25. C -0.197
26. C -0.855
27. C -0.909
28. C -0.117
29. C -0.261
30. C -0.209
31. C 0.102
32. C -0.208
33. C 0.175
34. C 0.783
35. C -0.202
36. C -1.099
37. H 0.224
38. H 0.240
39. H 0.230
40. H 0.237
41. H 0.228
42. H 0.241
43. H 0.220
44. H 0.232
45. H 0.233
46. H 0.218
47. H 0.221
48. H 0.238
49. H 0.238
50. H 0.205
51. H 0.238
52. H 0.514
53. H 0.214
54. H 0.112
55. H 0.212
56. H 0.239
57. H 0.234
58. H 0.222
59. H 0.237
60. H 0.245
61. H 0.243


This record from the Open Molecules 2025 dataset describes an isolated molecule of C6H16N in a non-equilibrium geometry. The level of theory is ωB97M-V/def2-TZVPD.

Properties
- LUMO energy (alpha / beta) (eV) = 1.03 / 0.66
- HOMO-LUMO gap (alpha / beta) (Eh) = 0.158 / 0.434
- energy above the lowest of the compared OMol25 structures with the same formula, charge and spin (eV) = 3.865

Structure (ORCA input):
```
! wB97M-V def2-TZVPD RIJCOSX def2/J DEFGRID3
* xyz 0 2
N 0.4545 1.3134 0.9366
C -1.3004 -1.4015 0.5786
C 0.4082 -0.2911 -1.0090
C -1.0707 -0.6923 -0.7863
C 1.1101 0.0493 0.2400
C 2.6758 0.2337 0.1786
C -2.1423 0.4615 -0.8841
H 1.0151 1.9122 1.4849
H -2.9449 0.3463 -0.1081
H 3.1844 -0.7218 0.5062
H -1.8512 1.5587 -0.7524
H 2.8683 0.6874 1.0899
H 1.0262 -0.7364 0.9598
H 0.0517 1.9100 0.1791
H -2.2304 -2.0206 0.7968
H 0.5692 0.5648 -1.4555
H -2.6602 0.2471 -1.7982
H 3.1659 0.6995 -0.6769
H -0.4947 1.0114 1.3678
H 1.0953 -0.9692 -1.4086
H -1.2519 -0.8516 1.6559
H -1.2459 -1.2055 -1.6382
H -0.4322 -2.1056 0.5430
*
```

Partial charges, natural (NBO), in e:
1. N -1.116
2. C -0.662
3. C -0.436
4. C -0.230
5. C -0.049
6. C -0.653
7. C -0.647
8. H 0.367
9. H 0.216
10. H 0.218
11. H 0.205
12. H 0.224
13. H 0.208
14. H 0.326
15. H 0.236
16. H 0.213
17. H 0.211
18. H 0.226
19. H 0.296
20. H 0.223
21. H 0.214
22. H 0.216
23. H 0.196


This record from the Open Molecules 2025 dataset describes a structure of composition C36H52AsF22O10S6 in a non-equilibrium geometry. The level of theory is ωB97M-V/def2-TZVPD.

Properties
- LUMO energy (eV) = 0.76
- HOMO-LUMO gap (Eh) = 0.272
- energy above the lowest of the compared OMol25 structures with the same formula, charge and spin (eV) = 1.589

Structure (ORCA input):
```
! wB97M-V def2-TZVPD RIJCOSX def2/J DEFGRID3
* xyz -1 1
As 1.0534 -0.4782 1.1309
S 5.7776 1.5427 1.1143
S 0.2486 3.9083 0.7067
S 2.2327 -6.0972 3.2545
S -3.1861 -2.5862 -1.6843
S 4.1497 -1.1691 5.9976
S 0.1395 1.2618 -4.2599
F -0.1747 0.7698 1.0319
F -2.6211 -4.9129 7.7781
F 2.1685 0.5748 0.2920
F -0.0936 -1.4645 2.0009
F -2.3845 0.8065 4.4168
F 0.3717 -1.0905 -0.3840
F -0.5339 -6.2680 6.9016
F 3.3856 -0.4741 -2.3847
F 1.7887 0.0730 2.6150
F 4.6391 -1.9146 -1.3998
F 0.1860 -4.8507 -6.5162
F -0.1380 -0.7980 4.7548
F 2.2085 -1.7880 1.1535
F 3.3525 -4.0038 -2.9275
F 1.2896 -3.6407 -7.9898
F -3.6174 -0.8337 5.3011
F -1.0701 -0.3193 6.6600
F -2.6964 -4.7250 5.6093
F -0.1224 -2.2591 -5.0932
F 4.5589 -2.5683 -4.0177
F 0.4224 -4.3450 7.1889
F 1.3030 -1.4876 -6.5605
O -1.2253 -2.3528 5.7232
O 4.8157 -1.2866 7.3384
O -0.4294 5.2458 0.7812
O -3.1736 6.5004 -2.1824
O -5.9218 2.7725 -4.9398
O 0.8728 -6.3303 3.8296
O 7.0915 2.2830 1.0699
O 2.3205 -2.3389 -3.9830
O -0.2246 1.9012 -5.5561
O -3.5609 -1.6835 -2.8322
C -1.6221 -3.3991 -2.0615
C -5.6040 5.2775 -6.1080
C -0.5701 -4.9755 6.5168
C -3.7506 5.6519 -2.8216
C 4.7486 2.6814 2.0482
C 3.4617 -1.7896 -2.0517
C -1.2885 0.3606 -3.6351
C -4.6314 1.9669 -2.5758
C 3.4482 -2.7038 -3.2657
C 1.7758 4.1580 -0.2040
C 1.8934 -6.1775 1.4616
C -5.0746 4.9629 -4.8600
C -2.6985 -1.6680 -0.2110
C 2.0741 -3.1320 -5.1254
C -5.4852 6.5684 -6.5870
C -3.9650 7.1153 -4.8325
C 2.6060 -4.3103 3.2134
C -4.2828 5.9233 -4.1935
C 5.0645 1.7714 -0.5440
C -4.5980 7.4679 -6.0184
C -2.4527 -0.5122 4.7072
C 2.4905 -1.8720 6.1360
C -3.8931 1.6354 -1.4594
C 3.5999 0.5403 5.7346
C -5.2639 3.5862 -4.3296
C -2.9758 2.5172 -0.9003
C 0.8850 3.5440 2.3582
C -3.7698 4.2155 -2.3879
C 0.8903 -2.6166 -5.9021
C -1.2250 -0.9854 5.4934
C -4.5267 3.2624 -3.0769
C -2.9194 3.8374 -1.3486
C -1.9806 -4.3731 6.7206
C -1.9742 -2.8607 6.7908
C 0.3911 -3.6036 -6.9725
C 0.1883 2.6058 -3.0047
H 0.3352 4.2654 2.9703
H -0.4100 -4.9398 5.4357
H 1.7729 -1.1255 6.4830
H -2.0719 1.0474 -3.3178
H 2.9292 -3.3113 -5.7756
H -2.0827 -2.2811 0.4485
H -1.0318 -0.1556 -2.7055
H 1.7725 -3.7870 2.7493
H 2.2943 3.2135 -0.3817
H 1.7605 -4.1195 -4.7527
H -3.5549 -1.3159 0.3640
H -2.3935 -1.0161 3.7345
H 3.8617 2.1342 2.3845
H 4.0627 1.3410 -0.5374
H -0.7973 -2.7086 -2.2547
H 2.4142 -2.7012 6.8397
H -2.3140 4.5377 -0.7855
H -3.2681 7.8130 -4.3869
H 2.8994 -3.9525 4.1981
H 5.6297 1.1985 -1.2756
H -1.5932 -0.3624 -4.3827
H -6.2029 4.5629 -6.6542
H 1.1752 -5.4282 1.1355
H 1.0750 3.2000 -3.2099
H -5.9426 6.8094 -7.5407
H 1.4387 4.3981 -1.2186
H 4.4375 3.5281 1.4393
H -1.7661 -4.1062 -2.8722
H 0.2485 2.1065 -2.0346
H -4.3831 8.3843 -6.5504
H 2.8508 -6.0815 0.9446
H 3.3552 0.9066 6.7370
H 1.4827 -7.1596 1.2316
H -0.7000 3.2361 -3.0409
H -0.5384 -3.2134 -7.3970
H 2.5655 -1.9779 -1.4543
H -3.0109 -2.5495 6.9423
H -2.0995 -0.7728 -0.3970
H 3.5013 -4.1105 2.6186
H -1.4792 -2.6192 7.7412
H -4.0542 0.6828 -0.9692
H -1.2917 -3.9195 -1.1581
H -2.4589 2.2874 0.0236
H 2.8037 0.5955 4.9960
H 0.5057 2.5957 2.7356
H 5.0992 2.8384 -0.7532
H 2.3804 5.0144 0.0909
H 2.0814 -2.2809 5.2120
H 1.9557 3.6799 2.4738
H 5.3389 2.9698 2.9126
H 4.4146 1.2049 5.4416
H -5.1654 1.2002 -3.1203
*
```

Atomic partial charges in e from the Mulliken method, atoms 1 to 99:
1. As 2.340
2. S 0.570
3. S 1.080
4. S 0.383
5. S 0.294
6. S 0.549
7. S 0.682
8. F -0.447
9. F -0.349
10. F -0.505
11. F -0.642
12. F -0.240
13. F -0.604
14. F -0.320
15. F -0.231
16. F -0.601
17. F -0.313
18. F -0.253
19. F -0.038
20. F -0.474
21. F -0.308
22. F -0.291
23. F -0.274
24. F -0.375
25. F -0.292
26. F -0.152
27. F -0.319
28. F -0.239
29. F -0.339
30. O -0.161
31. O -0.689
32. O -0.790
33. O -0.611
34. O -0.667
35. O -0.579
36. O -0.695
37. O -0.344
38. O -0.782
39. O -0.549
40. C -0.538
41. C -0.684
42. C 0.386
43. C 0.436
44. C -0.455
45. C 0.904
46. C 0.175
47. C -0.827
48. C 0.803
49. C -0.878
50. C -0.825
51. C 0.175
52. C -0.477
53. C -1.295
54. C -0.476
55. C -0.553
56. C -0.442
57. C 0.320
58. C -0.417
59. C -0.404
60. C 0.524
61. C -0.774
62. C -0.588
63. C -0.723
64. C 0.443
65. C 0.132
66. C -0.840
67. C 0.265
68. C 1.294
69. C 0.455
70. C 0.614
71. C -1.173
72. C 0.889
73. C -0.881
74. C -0.082
75. C -0.711
76. H 0.491
77. H 0.187
78. H 0.317
79. H -0.357
80. H 0.393
81. H 0.220
82. H -0.199
83. H -0.104
84. H -0.027
85. H 0.411
86. H 0.534
87. H 0.038
88. H -0.099
89. H -0.291
90. H -0.106
91. H 0.476
92. H 0.767
93. H 0.443
94. H 0.288
95. H 0.405
96. H 0.483
97. H 0.440
98. H 0.118
99. H 0.517


This record from the Open Molecules 2025 dataset describes a structure of composition C23H22BF4N4O2PSTc in a non-equilibrium geometry. The level of theory is ωB97M-V/def2-TZVPD.

Properties
- LUMO energy (alpha / beta) (eV) = -8.28 / -8.82
- HOMO-LUMO gap (alpha / beta) (Eh) = 0.201 / 0.180

Structure (ORCA input):
```
! wB97M-V def2-TZVPD RIJCOSX def2/J DEFGRID3
* xyz 2 4
Tc 0.9947 0.1262 -0.1627
S -0.4437 -0.3893 2.0536
P -0.1734 1.4216 -1.8195
F 3.6466 0.7296 -2.4348
F 3.6670 0.1079 -0.2916
F 1.7672 -0.8811 -1.5555
F 4.7663 -1.1579 -1.8311
O -1.7383 -0.1662 2.5741
O 0.3596 0.7997 1.6486
N -0.4762 -1.0012 0.4955
N -1.0189 -3.1832 1.0226
N 2.8136 -3.9492 5.3749
N -0.8384 -2.4740 -1.2104
C 2.6872 -2.2424 3.7033
C -2.7737 1.5752 -2.7875
C -3.9239 1.4282 -0.2566
C 1.7398 3.3648 -1.3658
C -1.1502 -3.6779 -1.6291
C 0.6657 -3.1176 4.7425
C -0.8005 -2.2459 0.1025
C -4.7170 1.6090 -1.3799
C -2.5493 1.3427 -0.3892
C 0.5366 -1.4470 3.0463
C 2.2074 4.6634 -1.2807
C -0.0961 -2.2959 3.9504
C -0.5032 4.1958 -1.7319
C 2.0757 -3.1199 4.6276
C -1.3713 -4.3831 0.6045
C 0.3829 3.1303 -1.6053
C 1.3266 5.7249 -1.4380
C -0.0230 5.4921 -1.6553
C 1.9215 -1.4263 2.9079
C 0.3459 0.8839 -3.4761
C -1.4744 -4.7023 -0.7428
C -1.9717 1.4073 -1.6584
C -4.1457 1.6860 -2.6408
B 4.0414 -0.1383 -1.5495
H 3.7631 -2.2140 3.6406
H -1.1714 -2.2755 4.0147
H -1.1392 -3.8269 -2.7017
H -1.7622 -5.6813 -1.0836
H 0.0296 -0.1456 -3.6278
H -0.0848 1.5258 -4.2415
H -4.7675 1.8391 -3.5099
H -1.5545 4.0135 -1.9018
H 3.2552 4.8580 -1.1070
H -1.5288 -5.1170 1.3829
H -1.9299 1.2182 0.4885
H 0.2025 -3.7634 5.4710
H -5.7856 1.6918 -1.2728
H -2.3352 1.6234 -3.7728
H 3.8183 -3.9709 5.2976
H 2.4143 2.5185 -1.2644
H 2.3720 -4.5892 6.0150
H 2.3999 -0.7518 2.2097
H -0.7048 6.3195 -1.7726
H -4.3749 1.3671 0.7219
H 1.6959 6.7377 -1.4046
H 1.4335 0.9312 -3.5433
*
```

Partial charges, natural (NBO), in e:
1. Tc 1.410
2. S 2.286
3. P 1.242
4. F -0.488
5. F -0.520
6. F -0.543
7. F -0.449
8. O -0.822
9. O -0.896
10. N -0.728
11. N -0.458
12. N -0.731
13. N -0.452
14. C -0.266
15. C -0.205
16. C -0.181
17. C -0.231
18. C 0.103
19. C -0.266
20. C 0.471
21. C -0.148
22. C -0.201
23. C -0.377
24. C -0.178
25. C -0.118
26. C -0.205
27. C 0.259
28. C 0.101
29. C -0.329
30. C -0.147
31. C -0.168
32. C -0.167
33. C -0.948
34. C -0.255
35. C -0.326
36. C -0.189
37. B 1.479
38. H 0.237
39. H 0.255
40. H 0.223
41. H 0.256
42. H 0.281
43. H 0.279
44. H 0.246
45. H 0.238
46. H 0.242
47. H 0.224
48. H 0.208
49. H 0.240
50. H 0.243
51. H 0.227
52. H 0.414
53. H 0.199
54. H 0.415
55. H 0.199
56. H 0.245
57. H 0.242
58. H 0.246
59. H 0.283


| no. | calculated total energy (Ha) |
| --- | --- |
| 1 | -2979.81265 |
| 2 | -292.74179 |
| 3 | -8977.41882 |
| 4 | -2503.42767 |